# C44H132O44

A cluster of 22 separate species, C44H132O44 in total (ωB97M-V/def2-TZVPD, the Open Molecules 2025 dataset).

```
220
Properties=species:S:1:pos:R:3:forces:R:3:lowdin_charge:R:1
C 4.36608 1.66965 -6.44387 -0.4 -0.7 -2.1 -0.188
C 3.86857 0.42902 -5.69650 0.9 0.3 -0.7 -0.232
O 3.03204 0.71557 -4.66211 -1.6 1.1 1.9 -0.073
O 3.30304 2.23234 -7.23924 -0.3 1.0 0.9 -0.079
H 5.08790 1.39527 -7.21315 0.6 -0.6 0.4 0.111
H 4.85747 2.47195 -5.89345 -0.6 -0.1 0.5 0.119
H 4.65306 -0.15521 -5.21552 0.6 -0.4 -1.0 0.132
H 3.19408 -0.11780 -6.35539 0.9 -0.6 -0.5 0.116
H 3.53382 1.14369 -3.96459 0.0 0.5 0.4 0.064
H 2.95107 1.62276 -7.89203 0.4 -0.4 0.2 0.079
C -5.22431 0.13976 -3.49113 -0.8 -1.4 -0.5 -0.227
C -5.38830 -0.83809 -2.31438 1.5 0.0 -0.4 -0.217
O -5.62804 -2.18794 -2.76983 -0.8 0.7 -0.2 -0.064
O -6.48531 0.25005 -4.15934 -0.1 0.3 0.2 -0.068
H -4.55729 -0.32939 -4.21437 0.5 0.0 0.2 0.106
H -4.86982 1.14427 -3.26006 0.2 -0.2 0.7 0.107
H -6.10397 -0.46223 -1.58317 -0.3 -0.2 -0.1 0.117
H -4.41615 -0.98239 -1.84298 0.2 1.0 0.4 0.100
H -5.86482 -2.66973 -1.97396 -0.1 -0.2 -0.1 0.074
H -6.31071 0.83613 -4.89935 -0.3 0.0 -0.2 0.077
C -5.63983 -2.19773 2.56141 -1.2 0.5 -0.3 -0.209
C -4.39206 -1.92274 1.73547 -0.1 0.6 0.4 -0.215
O -3.59415 -0.87703 2.31699 -1.3 -0.9 0.6 -0.084
O -6.62559 -1.13311 2.47543 0.9 -0.9 -0.2 -0.072
H -5.47171 -2.50729 3.59292 0.5 0.5 0.2 0.118
H -6.19500 -3.04820 2.16569 0.3 -0.2 -0.5 0.111
H -4.71828 -1.61325 0.74255 -0.2 0.1 -0.2 0.101
H -3.82153 -2.83855 1.58093 0.2 -0.2 0.3 0.111
H -2.97039 -0.59288 1.64483 0.4 0.1 -0.3 0.001
H -6.40595 -0.43962 3.10186 0.0 0.3 0.4 0.030
C 1.13901 -3.63242 -2.62116 0.2 0.7 1.5 -0.161
C -0.22404 -3.38970 -3.23479 -0.3 0.0 -0.7 -0.195
O 0.02041 -2.98273 -4.58256 -0.6 -0.9 -0.1 -0.078
O 1.84846 -2.36551 -2.79226 -0.4 -1.2 -0.6 -0.096
H 1.72498 -4.47843 -2.98034 -0.3 0.1 -1.1 0.131
H 1.13844 -3.88364 -1.56051 -0.7 0.4 0.4 0.096
H -0.83898 -2.58182 -2.83820 0.6 0.4 1.2 0.105
H -0.94866 -4.19969 -3.15150 0.7 -0.6 -0.5 0.107
H 0.78773 -2.41630 -4.47310 0.3 0.6 -0.5 0.036
H 2.71293 -2.45853 -2.38527 0.6 0.1 0.4 0.064
C -1.99189 -0.70418 5.11980 0.8 0.2 -0.3 -0.155
C -1.05119 -1.40616 6.13387 -0.5 1.3 -0.3 -0.232
O -1.23387 -2.80423 5.99525 0.3 0.1 -0.1 -0.053
O -1.75801 0.73997 5.03353 -0.1 -1.4 1.2 -0.091
H -3.01910 -0.95065 5.38847 -0.1 0.3 0.0 0.116
H -1.80461 -1.08338 4.11519 0.0 -0.4 0.2 0.105
H -1.27074 -1.08805 7.15304 -0.4 0.0 0.2 0.117
H -0.01460 -1.09347 6.00812 0.2 -0.2 -0.5 0.102
H -0.40019 -3.18080 6.28643 -0.1 -0.3 0.1 0.079
H -2.24073 1.08293 4.27790 -0.1 0.2 -0.5 0.044
C 3.52008 2.81931 -1.83035 0.6 0.1 2.6 -0.242
C 2.97398 4.17868 -2.23537 -1.0 -0.8 -1.1 -0.202
O 2.13541 4.06802 -3.39892 1.1 0.4 0.1 -0.065
O 4.43435 2.18155 -2.72483 -0.6 0.4 -0.3 -0.066
H 2.83166 2.15091 -1.31324 -0.7 -0.4 -1.3 0.109
H 4.16800 2.92369 -0.96005 0.0 1.0 0.6 0.104
H 3.80886 4.84354 -2.45680 0.0 0.1 -0.3 0.120
H 2.35499 4.64189 -1.46700 0.4 -0.2 0.5 0.099
H 1.51227 3.36649 -3.19608 -0.5 -0.3 0.1 0.035
H 5.10698 2.86408 -2.66720 0.8 -0.4 -0.9 0.098
C -5.83793 1.94709 1.09414 -0.9 0.9 -0.3 -0.160
C -5.93851 2.93355 -0.09114 1.9 -2.3 -1.3 -0.252
O -5.41090 4.16748 0.20238 -0.3 2.6 1.7 -0.056
O -7.00326 2.16025 1.92062 0.1 -0.3 0.2 -0.075
H -4.95119 2.08831 1.71207 0.3 0.2 -0.2 0.102
H -5.85592 0.90503 0.77493 -0.2 0.1 -0.1 0.110
H -6.92533 2.88256 -0.55126 -0.4 0.5 0.4 0.128
H -5.24219 2.67703 -0.88953 -0.3 -1.6 -0.3 0.096
H -4.85143 4.50974 -0.49867 -0.3 -0.1 0.0 0.088
H -7.00549 3.08399 2.18198 0.0 0.3 -0.1 0.094
C 4.39261 0.05154 5.16823 0.9 -0.4 1.5 -0.183
C 2.98674 -0.60604 5.47747 1.4 1.5 -1.9 -0.238
O 2.47902 -0.24695 6.72741 0.6 -0.4 0.2 -0.042
O 4.94126 -0.15421 3.84016 -1.4 -0.2 0.1 -0.100
H 5.07089 -0.41470 5.88283 0.4 0.0 0.1 0.108
H 4.40683 1.10996 5.42828 -0.5 0.1 -0.2 0.118
H 3.11537 -1.68548 5.39774 -0.3 0.0 0.0 0.106
H 2.42821 -0.17134 4.64850 -1.0 -0.7 0.0 0.113
H 1.84320 0.46433 6.62058 -0.2 0.3 -0.3 0.033
H 5.76619 0.32527 3.73437 0.0 0.1 0.3 0.101
C 0.28689 -3.53903 -9.24165 0.0 0.8 1.3 -0.176
C 0.18179 -2.98930 -7.78718 -0.6 -1.1 -0.5 -0.253
O 0.37216 -1.58966 -7.71418 0.0 -0.5 -0.9 -0.052
O 1.66399 -3.42357 -9.70220 -1.4 -0.3 0.0 -0.077
H -0.45977 -3.06079 -9.87560 0.5 0.7 -0.3 0.116
H -0.09022 -4.56131 -9.26997 0.8 -0.4 0.3 0.118
H 0.83040 -3.56418 -7.12618 0.7 0.2 -0.1 0.089
H -0.77242 -3.31616 -7.37397 -0.6 0.3 -0.2 0.117
H 0.27852 -1.31409 -6.79936 0.4 0.0 0.5 0.031
H 1.70722 -2.64971 -10.26864 0.2 0.0 0.0 0.101
C -0.42042 7.96259 0.21400 0.2 -2.1 0.3 -0.214
C 0.62502 6.85991 0.61410 -0.2 0.3 -0.7 -0.204
O 0.20810 5.56737 0.10387 -0.5 1.3 -0.2 -0.096
O -1.60008 7.72582 0.97008 -0.3 1.5 -0.1 -0.078
H -0.62080 7.97205 -0.85739 -0.2 -0.9 -0.3 0.107
H -0.06932 8.99294 0.27062 0.1 0.0 1.3 0.111
H 0.74108 6.77788 1.69480 -0.4 0.3 0.2 0.101
H 1.61357 7.14685 0.25558 0.2 -0.1 -0.5 0.105
H 0.79886 4.88818 0.43750 0.5 0.1 0.2 0.026
H -1.78288 6.80264 1.15962 0.6 -0.3 -0.2 0.052
C 0.29982 2.07155 7.28436 -0.5 -1.7 0.6 -0.264
C -0.70920 3.12397 7.61464 0.5 0.3 -1.1 -0.267
O -0.83019 3.24026 9.00073 -0.1 0.0 0.6 -0.032
O 0.49082 1.84890 5.91182 1.5 0.9 -0.4 -0.090
H -0.16211 1.14991 7.63836 0.3 -0.3 0.8 0.119
H 1.25027 2.22707 7.79478 0.1 0.1 -0.1 0.133
H -1.62764 2.76854 7.14747 -0.4 0.5 0.1 0.118
H -0.33093 4.01449 7.11268 -0.4 0.5 0.1 0.125
H -0.71390 4.14648 9.29540 0.0 0.0 -0.2 0.091
H -0.22962 1.31516 5.56876 -0.8 -0.2 -0.4 0.028
C 3.55760 -3.52298 -6.45976 0.7 0.0 1.9 -0.256
C 3.70068 -4.97143 -6.89331 0.7 0.9 -2.1 -0.224
O 2.58427 -5.28848 -7.70585 -0.6 -1.6 0.9 -0.068
O 3.48220 -2.56388 -7.48691 0.1 -0.4 0.0 -0.047
H 4.37300 -3.21229 -5.80653 0.5 -0.1 -0.2 0.116
H 2.72458 -3.43843 -5.76188 -0.6 -0.1 -0.2 0.104
H 3.98576 -5.73418 -6.16871 -1.4 0.2 0.8 0.118
H 4.59312 -5.11645 -7.50209 0.4 0.7 -0.6 0.109
H 2.40386 -4.65485 -8.40411 0.7 0.4 -0.1 0.033
H 2.58167 -2.58374 -7.81894 -0.2 0.2 -0.3 0.032
C -1.95424 -6.25514 -0.75014 0.0 -1.1 -0.4 -0.214
C -2.63691 -6.58633 -2.06777 0.7 0.8 -0.2 -0.270
O -1.80771 -7.47209 -2.76442 0.0 -0.8 -0.4 -0.051
O -0.65044 -5.65976 -0.90553 -1.1 1.0 0.3 -0.071
H -1.80500 -7.15798 -0.15794 -0.3 -0.3 -0.1 0.119
H -2.74526 -5.71199 -0.23306 0.9 1.1 0.5 0.114
H -2.75889 -5.70191 -2.69309 0.1 0.6 0.3 0.110
H -3.66742 -6.90550 -1.91197 0.0 -0.7 0.3 0.117
H -1.92433 -7.31440 -3.70418 0.1 -0.2 -0.1 0.092
H 0.03288 -6.33184 -0.95990 -0.4 -0.3 -0.1 0.089
C -2.24948 3.40990 2.14709 0.2 1.2 1.4 -0.190
C -2.16548 4.34810 3.40387 -0.1 0.8 -0.6 -0.188
O -1.44237 5.50443 3.04816 1.3 0.5 -1.3 -0.090
O -2.58780 2.15798 2.64381 -0.3 -1.1 0.3 -0.089
H -1.27899 3.33158 1.65708 0.3 0.5 0.0 0.100
H -2.99808 3.68457 1.40395 0.0 0.7 0.1 0.114
H -1.65438 3.87254 4.24095 -0.1 -0.6 -0.1 0.113
H -3.10497 4.78049 3.74809 -0.6 -1.0 -0.1 0.115
H -1.39605 6.18169 3.72697 -0.3 -0.2 0.2 0.100
H -2.50535 1.58564 1.87750 -0.1 -0.9 0.0 0.060
C 0.20660 -1.13539 -0.22240 0.7 -0.2 -2.1 -0.124
C -0.47191 -0.20453 0.78256 1.3 -0.9 0.4 -0.193
O -1.83930 -0.01863 0.65158 -0.7 0.3 -0.4 -0.079
O 0.58202 -0.46669 -1.50319 -1.0 1.3 2.4 -0.097
H -0.32314 -2.02460 -0.56417 -1.2 0.2 0.5 0.115
H 1.04348 -1.65047 0.24923 0.7 0.8 0.2 0.093
H 0.00254 0.77532 0.83633 0.5 0.0 -0.3 0.114
H -0.31433 -0.65884 1.76076 0.0 -0.1 0.1 0.114
H -1.99769 0.33060 -0.22850 -0.5 0.3 -1.0 0.065
H 1.02511 -1.05597 -2.11802 0.4 -0.8 -0.1 0.020
C 1.42967 -4.36580 2.18539 0.1 0.0 -0.5 -0.167
C 1.40634 -3.45371 3.42992 0.6 0.6 -1.9 -0.188
O 1.28180 -2.09271 2.97635 -0.8 -0.8 1.0 -0.083
O 2.52150 -4.11450 1.22174 -0.4 -0.1 1.2 -0.090
H 0.54773 -4.23258 1.55885 -0.4 0.2 0.5 0.111
H 1.42807 -5.40825 2.50381 0.3 -0.1 0.0 0.118
H 2.32694 -3.51480 4.01033 0.2 -0.4 0.1 0.095
H 0.57746 -3.75728 4.06937 -0.2 0.3 -0.2 0.112
H 2.10563 -1.87602 2.53368 0.3 0.2 -0.5 0.023
H 2.88958 -4.97897 1.02478 0.2 0.0 0.0 0.087
C 4.07086 -0.42987 0.37846 -0.1 -0.3 0.9 -0.173
C 4.81128 -1.59086 -0.28174 -1.0 0.3 1.8 -0.194
O 3.90236 -2.53263 -0.85243 0.5 0.7 -1.0 -0.068
O 3.30720 -0.80945 1.57662 0.1 0.0 -1.8 -0.100
H 3.45147 0.01531 -0.40016 -0.5 0.1 0.3 0.108
H 4.79516 0.31014 0.71888 0.2 0.1 -0.2 0.119
H 5.29524 -2.14008 0.52588 0.8 0.2 -0.1 0.113
H 5.49360 -1.06758 -0.95161 0.0 -0.9 -0.6 0.129
H 3.36196 -2.83161 -0.11745 -0.4 -0.4 0.4 0.043
H 3.75902 -0.43477 2.33628 0.4 0.1 0.4 0.031
C 2.26751 3.17167 2.11875 0.7 2.2 0.4 -0.157
C 2.05673 3.85066 3.50640 0.0 -1.1 -0.1 -0.215
O 3.18578 4.55353 4.01271 0.2 0.0 -0.6 -0.057
O 2.51258 4.19126 1.12349 -0.5 0.1 -0.2 -0.109
H 1.34079 2.70216 1.78880 0.3 -0.5 0.2 0.109
H 3.19587 2.60175 2.08088 -0.5 -0.9 0.5 0.116
H 1.87268 3.06881 4.24325 -0.3 -0.1 0.0 0.097
H 1.19114 4.51199 3.46761 -0.2 0.0 -0.2 0.111
H 3.08127 5.48452 3.80308 0.1 0.1 0.0 0.081
H 3.35795 4.60554 1.31144 0.1 0.1 0.1 0.093
C -1.58645 0.22191 -5.42263 -0.3 -0.6 -0.1 -0.195
C -0.13714 0.64505 -5.50499 0.5 -0.2 0.1 -0.176
O 0.81379 -0.39830 -5.16593 -2.3 -0.1 -0.4 -0.097
O -1.89459 -0.39130 -4.16556 -0.2 0.5 -0.4 -0.071
H -1.91405 -0.42882 -6.23339 0.4 -0.5 -0.1 0.119
H -2.24890 1.07431 -5.57316 0.2 0.4 0.4 0.123
H 0.00066 1.46989 -4.80588 0.2 0.2 -0.1 0.118
H 0.09672 0.92971 -6.53084 -0.2 0.5 -0.1 0.126
H 1.62495 0.08524 -4.99324 0.9 0.2 0.5 0.011
H -1.30116 -1.14306 -4.09995 0.3 -0.3 0.1 0.059
C -2.19179 2.39870 -2.09587 -0.2 -0.5 0.2 -0.214
C -0.88125 2.82466 -1.48606 0.4 1.0 -1.3 -0.188
O 0.19007 2.24147 -2.25746 -0.4 1.4 0.4 -0.070
O -2.38108 1.02573 -1.89256 -0.7 -0.5 1.2 -0.082
H -2.22543 2.56757 -3.17218 0.6 0.4 -0.1 0.131
H -3.04804 2.95522 -1.71475 -0.1 0.1 0.5 0.101
H -0.69549 2.74981 -0.41461 -0.5 -0.9 0.2 0.098
H -0.90483 3.91168 -1.56314 0.7 0.3 -0.6 0.114
H 0.30791 1.33129 -1.97589 0.0 -0.9 0.2 0.039
H -2.31999 0.54404 -2.72071 0.3 -0.5 -0.6 0.040
C -5.29246 1.40532 4.84794 0.7 1.3 -1.6 -0.204
C -5.05754 2.92019 5.23142 -0.6 -2.5 0.0 -0.210
O -5.62088 3.09353 6.52766 0.6 0.9 -0.2 -0.060
O -6.62091 1.07506 4.42179 0.3 -0.3 1.9 -0.079
H -4.91598 0.80280 5.67458 -0.7 -0.1 0.2 0.121
H -4.65841 1.13038 4.00503 0.5 0.2 -0.1 0.084
H -5.42672 3.60678 4.46957 -0.6 0.1 0.0 0.108
H -3.97951 3.07910 5.20478 0.1 0.0 0.7 0.089
H -6.42833 2.57679 6.57855 -0.1 -0.1 -0.2 0.080
H -6.84609 1.61380 3.65978 0.0 0.2 -0.6 0.034
C 5.60448 -3.12376 3.71988 1.7 1.4 -1.0 -0.269
C 7.10993 -3.23282 3.26191 -0.5 0.7 0.9 -0.213
O 7.92800 -3.62015 4.35524 -0.2 -0.5 0.0 -0.068
O 5.22779 -4.41420 3.94445 -0.7 -2.7 0.8 -0.061
H 4.95135 -2.74536 2.93353 0.2 0.7 -0.1 0.094
H 5.50550 -2.56635 4.65132 0.2 0.5 -0.2 0.108
H 7.62902 -2.31780 2.97662 -0.8 0.3 -0.5 0.115
H 7.14951 -3.95249 2.44422 0.0 -0.1 -0.1 0.114
H 7.57260 -4.45355 4.67262 0.0 -0.2 0.2 0.076
H 4.51666 -4.41289 4.58935 0.0 -0.3 0.0 0.087
```
Forces are in eV/Å.

Properties
Spin multiplicity: 1
Strongest force on any atom in eV Å⁻¹: 3.3
Total energy in Ha: -5065.74377
Gap between HOMO and LUMO in eV: 9.28
Energy relative to the best compared isomer or geometry (same formula, charge and spin) in kJ/mol: 432.5
LUMO energy in eV: -0.19